Entry from the Open Molecules 2025 dataset: 2 unconnected molecules or ions with the total composition C3H11N2 at a distorted geometry (the ωB97M-V functional and the def2-TZVPD basis).

XYZ file:
```
16
Properties=species:S:1:pos:R:3
N -1.53554 1.17640 0.31729
C -0.71114 0.45005 -0.69749
C -0.31428 -0.95761 -0.34660
N 0.56202 -0.94670 0.83194
C 1.85475 -0.32839 0.44855
H -1.13846 2.54475 -0.55397
H -1.06709 1.25962 1.22492
H -2.42707 0.69599 0.47818
H 0.12805 1.09450 -0.98650
H -1.40314 0.33375 -1.54290
H 0.03469 -1.46816 -1.26468
H -1.22287 -1.49974 -0.06546
H 0.68764 -1.89710 1.14404
H 1.64980 0.71324 0.22615
H 2.64331 -0.32821 1.21281
H 2.25934 -0.84240 -0.42627
```

Values from the calculation:
HOMO-LUMO gap   6.23 eV
Charge   +1
ΔE to the lowest compared entry with this formula, charge and spin   4.5245 eV
HOMO level   -13.4 eV

Charges computed using Mulliken, reported in e:
1 N -0.39
2 C -0.74
3 C -0.70
4 N -0.36
5 C -0.77
6 H 0.56
7 H 0.32
8 H 0.33
9 H 0.48
10 H 0.38
11 H 0.34
12 H 0.42
13 H 0.27
14 H 0.21
15 H 0.34
16 H 0.32